Entry 1:
{"formula": "C11H19P", "method": "wB97M-V/def2-TZVPD", "total_charge": 0, "relative_energy_kj_mol": 60.4, "homo_lumo_gap_ev": 9.63, "e_homo_ev": -8.65, "largest_force_ev_per_a": 4.10, "symbols": ["C", "C", "C", "C", "C", "P", "C", "C", "C", "C", "C", "C", "H", "H", "H", "H", "H", "H", "H", "H", "H", "H", "H", "H", "H", "H", "H", "H", "H", "H", "H"], "coordinates": [[0.53, 0.08, 3.93], [-0.26, -0.95, 3.15], [0.07, -0.80, 1.75], [0.43, -0.54, 0.64], [0.68, -0.05, -0.66], [1.93, 1.26, -0.49], [3.36, 0.30, 0.14], [-0.48, 0.59, -1.46], [-1.34, -0.36, -2.28], [-1.05, -1.85, -2.21], [-1.86, 0.47, -1.19], [-2.72, 1.72, -1.43], [1.57, -0.19, 3.96], [0.21, 0.14, 4.93], [0.37, 1.11, 3.49], [-1.34, -1.01, 3.29], [0.22, -1.84, 3.42], [1.17, -0.72, -1.37], [2.41, 1.25, -1.82], [3.16, -0.19, 1.07], [4.27, 0.99, 0.32], [3.67, -0.55, -0.59], [-0.22, 1.53, -1.96], [-1.37, -0.03, -3.33], [-0.95, -2.16, -1.20], [0.01, -1.96, -2.57], [-1.85, -2.32, -2.71], [-2.12, -0.18, -0.31], [-2.53, 2.11, -2.51], [-2.22, 2.48, -0.79], [-3.77, 1.66, -1.18]], "nbo_charge": [-0.580, -0.479, 0.027, -0.048, -0.590, 0.621, -0.954, -0.218, -0.211, -0.614, -0.234, -0.598, 0.209, 0.206, 0.210, 0.231, 0.227, 0.239, -0.057, 0.236, 0.240, 0.219, 0.216, 0.205, 0.212, 0.205, 0.222, 0.226, 0.205, 0.211, 0.219]}



Entry 2:
{"formula": "C13H14Cl5N3ORhS2", "method": "wB97M-V/def2-TZVPD", "total_charge": -1, "homo_lumo_gap_ev": [4.43, 4.63], "e_homo_ev": [-2.18, -2.38], "largest_force_ev_per_a": 13.65, "symbols": ["Rh", "C", "C", "N", "C", "C", "S", "C", "C", "N", "H", "H", "H", "H", "H", "H", "H", "H", "H", "H", "H", "H", "H", "H", "S", "C", "N", "O", "Cl", "C", "C", "C", "Cl", "C", "Cl", "C", "Cl", "C", "Cl"], "coordinates": [[-0.26, -0.10, 0.81], [0.68, 1.53, -0.81], [0.95, 1.89, 0.68], [-0.01, 1.58, 1.80], [-1.07, 2.54, 1.94], [-1.98, 2.54, 0.69], [-2.24, 0.80, 0.16], [-1.99, 0.80, -1.67], [-0.73, -0.03, -2.07], [0.28, 0.11, -1.06], [1.61, 1.69, -1.36], [0.00, 2.26, -1.24], [1.24, 2.95, 0.74], [1.87, 1.34, 0.94], [0.81, 1.31, 2.62], [-0.68, 3.55, 2.13], [-1.67, 2.27, 2.82], [-1.54, 3.14, -0.11], [-2.95, 2.98, 0.94], [-1.93, 1.83, -2.04], [-2.87, 0.34, -2.13], [-0.38, 0.28, -3.06], [-1.01, -1.08, -2.14], [1.44, -0.45, -0.98], [0.12, -0.08, 3.13], [0.40, -0.07, 4.87], [0.59, -0.06, 6.01], [0.76, -1.21, 1.46], [2.81, -0.66, 0.20], [1.78, -1.85, -0.51], [0.41, -1.69, -0.29], [-0.50, -2.59, -0.83], [-2.16, -2.29, -0.50], [-0.05, -3.68, -1.58], [-1.20, -4.81, -2.24], [1.34, -3.85, -1.80], [1.91, -5.20, -2.74], [2.25, -2.93, -1.26], [3.96, -3.12, -1.51]], "nbo_charge": [0.538, -0.263, -0.283, -0.729, -0.230, -0.544, 0.377, -0.541, -0.248, -0.615, 0.194, 0.188, 0.171, 0.216, 0.430, 0.185, 0.225, 0.209, 0.219, 0.216, 0.235, 0.198, 0.244, 0.478, -0.180, 0.091, -0.555, -0.771, 0.116, -0.306, 0.148, -0.257, 0.017, -0.011, 0.019, -0.197, -0.001, -0.006, 0.024]}



Entry 3:
{"formula": "C34H32BiBrIN10O4", "method": "wB97M-V/def2-TZVPD", "total_charge": -1, "relative_energy_kj_mol": 0.0, "homo_lumo_gap_ev": 6.65, "e_homo_ev": -4.43, "largest_force_ev_per_a": 0.42, "symbols": ["Bi", "O", "C", "C", "C", "C", "C", "C", "C", "O", "N", "N", "C", "C", "C", "C", "C", "C", "C", "O", "H", "H", "H", "H", "H", "H", "H", "H", "H", "H", "C", "N", "C", "C", "N", "N", "C", "N", "N", "H", "H", "H", "H", "H", "H", "H", "H", "H", "H", "H", "Br", "C", "C", "C", "C", "C", "C", "N", "N", "C", "C", "C", "C", "O", "C", "N", "C", "C", "C", "C", "H", "H", "H", "H", "H", "H", "H", "H", "H", "I", "C", "H", "H"], "coordinates": [[-0.55, 1.01, 0.29], [-3.91, -2.74, 0.47], [-4.65, -2.39, -0.61], [-5.91, -2.96, -0.76], [-6.71, -2.61, -1.83], [-6.25, -1.69, -2.77], [-4.99, -1.13, -2.62], [-4.18, -1.47, -1.55], [-2.82, -0.86, -1.37], [-2.09, -1.32, -0.42], [-2.50, 0.10, -2.20], [-1.24, 0.64, -1.94], [-0.57, 0.93, -3.00], [0.77, 1.44, -3.11], [1.20, 1.80, -4.40], [2.48, 2.23, -4.65], [3.39, 2.28, -3.58], [3.01, 1.92, -2.31], [1.69, 1.50, -2.03], [1.39, 1.19, -0.80], [-3.03, -2.25, 0.33], [-6.24, -3.68, -0.02], [-7.68, -3.06, -1.95], [-6.87, -1.42, -3.62], [-4.61, -0.41, -3.34], [-1.09, 0.73, -3.94], [0.49, 1.74, -5.21], [2.78, 2.51, -5.65], [4.40, 2.62, -3.76], [3.69, 1.97, -1.48], [-5.90, 1.55, 0.11], [-5.30, 0.76, 1.18], [-6.18, -0.09, 1.95], [-3.95, 0.86, 1.40], [-3.12, 1.45, 0.62], [-3.51, 0.27, 2.57], [-2.17, 0.25, 2.97], [-1.78, -0.98, 3.47], [-1.46, 1.30, 2.91], [-6.94, 1.72, 0.35], [-5.84, 1.04, -0.86], [-5.41, 2.52, 0.04], [-6.50, 0.38, 2.89], [-5.72, -1.05, 2.16], [-7.06, -0.31, 1.35], [-3.55, 1.71, -0.26], [-4.09, -0.45, 2.96], [-2.29, -1.76, 3.08], [-0.78, -1.12, 3.38], [-0.49, 1.09, 3.16], [6.41, -5.80, -1.64], [6.55, -4.15, -0.71], [7.40, -4.04, 0.37], [7.51, -2.82, 1.03], [6.75, -1.73, 0.64], [5.89, -1.86, -0.46], [5.79, -3.06, -1.13], [7.02, -0.46, 1.21], [6.12, 0.32, 1.61], [4.80, -0.03, 1.82], [4.31, -1.31, 2.10], [2.98, -1.55, 2.35], [2.00, -0.52, 2.31], [0.77, -0.73, 2.48], [2.50, 0.84, 2.08], [1.59, 1.83, 2.09], [2.00, 3.07, 1.93], [3.34, 3.41, 1.71], [4.27, 2.41, 1.66], [3.87, 1.07, 1.86], [7.99, -4.89, 0.68], [8.19, -2.71, 1.86], [5.29, -1.01, -0.77], [5.13, -3.16, -1.98], [5.00, -2.13, 2.17], [2.63, -2.55, 2.58], [1.24, 3.84, 1.97], [3.61, 4.44, 1.55], [5.31, 2.62, 1.46], [0.38, 4.58, -0.98], [-0.97, 3.26, 0.02], [-1.91, 3.38, -0.52], [-1.10, 3.66, 1.03]], "lowdin_charge": [1.848, 0.023, -0.287, -0.031, -0.104, -0.112, -0.052, -0.092, -0.499, -0.127, 0.039, -0.137, -0.077, -0.177, -0.065, -0.114, -0.092, -0.030, -0.426, -0.314, 0.045, 0.110, 0.095, 0.090, 0.103, 0.126, 0.105, 0.089, 0.099, 0.108, -0.044, -0.141, -0.053, -0.429, 0.052, 0.143, -0.563, 0.150, 0.071, 0.087, 0.086, 0.090, 0.092, 0.079, 0.089, 0.043, 0.111, 0.090, 0.057, 0.020, 0.689, -0.703, -0.141, -0.044, -0.311, -0.031, -0.122, 0.042, 0.047, -0.252, -0.032, -0.008, -0.382, -0.134, -0.170, 0.057, -0.186, -0.058, -0.011, -0.099, 0.095, 0.109, 0.121, 0.102, 0.107, 0.105, 0.077, 0.100, 0.104, 0.738, -0.864, -0.069, -0.054]}